2 unconnected molecules or ions with the total composition C31H37NO2S at a distorted geometry. Source: OMol25; level of theory: ωB97M-V/def2-TZVPD.

Summary:
LUMO energy, eV: -2.5
2S+1: 1
Electronic energy, Eh: -1806.7107
HOMO, eV: -6.17
Kohn-Sham gap, eV: 3.7

Positions of all 72 atoms, in Å:
H  -3.23  -0.29  3.46
O  -1.27  -3.61  0.06
H  -0.62  -2.92  6.04
H  0.94  5.98  2.10
C  2.44  -0.48  1.64
H  2.33  -0.77  0.59
C  -1.37  -5.16  -4.73
H  0.82  0.75  0.35
H  -2.01  0.93  0.15
H  0.40  -6.56  -6.44
H  0.79  -7.77  -5.21
C  1.46  3.64  -0.94
H  1.08  -2.50  6.23
C  -0.16  -5.23  -2.23
H  3.28  -1.07  2.05
C  -1.17  1.56  0.53
H  0.93  -6.93  -2.98
C  -1.01  -1.26  4.05
H  -1.86  -1.46  4.71
H  -0.84  -7.69  -5.91
C  -0.38  -6.12  -4.48
C  1.21  -0.75  2.46
C  0.01  -7.09  -5.56
H  -2.53  1.27  3.08
H  -0.95  4.09  2.78
S  -1.62  -3.06  -1.24
C  -1.15  4.50  1.77
C  0.08  4.43  0.90
H  -1.56  2.13  1.39
H  -0.05  -1.29  -0.43
C  0.20  -6.16  -3.21
H  1.75  1.71  -1.91
C  -2.07  3.29  -1.12
H  0.97  2.93  -2.94
C  1.09  5.32  1.24
H  -1.78  3.95  -1.95
C  -2.52  0.21  2.79
O  -2.98  -2.72  -1.60
C  3.30  6.45  0.90
C  2.44  4.57  -0.57
C  -0.08  0.69  0.97
H  -2.50  -3.51  -3.98
H  -0.47  1.96  -1.44
C  1.30  -1.60  3.55
N  -0.52  -1.03  -2.51
C  -1.72  -4.23  -3.76
C  -1.08  -4.22  -2.52
C  -0.43  -0.62  -3.63
C  2.27  5.43  0.52
C  -0.65  -1.59  -1.28
C  -0.04  -0.12  2.11
C  1.72  2.78  -2.15
C  -0.82  2.56  -0.60
H  3.66  6.30  1.92
H  -2.04  4.01  1.38
H  -2.82  2.58  -1.47
H  -1.42  5.56  1.93
H  2.89  7.47  0.85
H  -2.92  0.12  1.78
H  2.69  3.05  -2.58
H  2.72  0.58  1.69
H  0.28  -5.29  -1.24
H  -2.54  3.92  -0.35
H  2.26  -2.06  3.79
C  0.20  -1.90  4.35
H  -1.87  -5.16  -5.70
C  0.33  -2.83  5.51
H  4.16  6.40  0.22
C  0.27  3.56  -0.19
H  3.36  4.62  -1.16
C  -1.17  -0.40  2.98
H  0.63  -3.83  5.18

A molecular structure, C31H38BF4N2P2Si2W. Source: OMol25; level of theory: ωB97M-V/def2-TZVPD.

Summary:
Charge: +3
LUMO energy, eV: -10.8
2S+1: 1
Electronic energy, Eh: -3066.0486
HOMO, eV: -17.11
Kohn-Sham gap, eV: 6.3

Positions of all 81 atoms, in Å:
H  -3.68  -2.88  -2.02
H  2.23  -2.76  2.85
C  2.06  1.26  -3.95
H  4.28  1.96  -0.20
C  2.71  1.56  1.23
H  -2.02  3.24  -5.08
H  -2.13  -3.68  -1.67
C  -2.73  1.44  1.11
C  -3.08  -3.36  -1.24
H  1.95  3.54  -0.82
H  2.41  -3.80  -1.13
H  1.83  -0.39  -2.61
F  -1.20  -6.05  -0.80
C  2.16  2.64  -4.07
N  1.81  -0.87  -0.07
C  3.97  2.01  0.83
C  -1.94  -2.89  1.68
C  0.02  0.53  0.61
F  1.07  -6.01  -1.14
H  5.11  3.00  3.86
C  -1.90  3.54  -2.96
H  4.02  -0.66  2.30
B  0.02  -5.87  -0.37
H  -1.96  4.62  -3.03
C  -1.73  1.54  -1.64
H  -5.17  -2.24  0.96
C  3.17  2.15  3.51
C  -3.93  1.99  0.65
C  -4.86  2.44  1.58
H  -5.80  2.87  1.23
H  1.09  -3.69  1.87
H  3.70  -4.33  -0.05
H  -4.37  -0.81  1.62
C  3.28  -3.47  -0.56
H  -1.70  -0.33  -2.74
C  2.30  1.63  2.57
C  -3.40  1.80  3.39
F  0.04  -2.93  -0.68
H  4.88  -2.19  2.02
C  4.43  2.59  3.12
H  -1.89  0.78  -4.94
F  0.19  -5.45  0.89
H  -5.32  2.70  3.65
H  -3.62  -4.25  -0.92
H  4.99  -0.89  0.83
H  2.20  4.53  -3.06
N  -1.65  -0.91  -0.22
H  1.31  1.30  2.86
C  -2.46  1.35  2.48
W  0.07  -1.44  0.50
H  -1.51  0.95  2.83
H  0.84  -1.99  2.47
H  -4.14  2.06  -0.40
C  1.90  0.69  -2.70
H  -1.58  -3.92  1.61
H  -4.93  -0.83  -0.06
H  2.30  3.08  -5.05
C  1.56  -2.71  1.98
C  4.83  2.52  1.79
H  -1.11  -2.30  2.16
Si  -2.90  -2.20  0.17
Si  2.90  -2.14  0.64
H  4.04  -3.10  -1.26
H  2.12  0.63  -4.83
H  -2.65  -2.82  2.51
C  -4.60  2.35  2.94
C  -1.93  2.76  -4.11
C  1.87  1.51  -1.57
C  -1.75  0.75  -2.80
H  5.81  2.87  1.50
C  4.31  -1.38  1.53
H  2.87  2.23  4.54
P  1.65  0.83  0.03
C  -1.80  2.93  -1.72
C  1.97  2.90  -1.69
H  -3.19  1.75  4.45
H  -1.80  3.54  -0.82
P  -1.59  0.77  -0.06
C  2.11  3.46  -2.95
C  -1.86  1.38  -4.04
C  -4.47  -1.43  0.73